This record from the OMol25 dataset describes a structure of composition C23H27N4O4P2SSeTi in a non-equilibrium geometry. The level of theory is ωB97M-V with the def2-TZVPD basis set.

Structure (XYZ):
```
63
Properties=species:S:1:pos:R:3:forces:R:3
Ti 0.723398 -1.335966 0.525837 0.715 0.114 -1.302
O -2.661223 -2.003088 5.286121 0.434 -0.197 0.039
C -2.675325 -0.733173 4.943950 -0.503 -0.017 0.102
O -3.386304 0.083124 5.494791 0.216 -0.075 -0.043
C -1.819680 -0.336351 3.803752 0.442 -0.031 -0.351
C -1.704070 0.959268 3.351107 0.127 0.070 -0.034
N -0.847019 0.954369 2.313349 -0.051 -0.674 0.206
N -0.402339 -0.283227 2.042460 -0.778 0.052 0.751
C -0.973877 -1.088958 2.945605 -0.049 1.118 -0.095
C -0.665455 -2.533028 2.831420 -0.013 -0.635 0.126
O -1.214286 -3.325514 3.626666 0.288 0.218 -0.064
O 0.117866 -2.829368 1.886893 -0.213 -0.205 0.318
H -2.000436 -2.554422 4.722197 -0.486 0.140 -0.066
H -2.167775 1.859003 3.713596 -0.031 0.031 0.020
H -0.556980 1.716780 1.727972 0.019 0.036 -0.071
C -1.657767 1.592043 -0.663201 0.144 -0.198 -0.075
P -0.339757 0.315184 -1.165814 -0.218 0.511 0.171
C 0.664887 1.483035 -2.157780 0.009 -0.066 0.058
C -1.363499 -0.536244 -2.418574 -0.169 -0.135 -0.118
C -1.777807 0.108827 -3.578759 0.050 -0.016 0.098
C -2.572462 -0.545149 -4.503921 -0.066 0.021 -0.136
C -2.983631 -1.846922 -4.270673 -0.062 -0.065 -0.052
C -2.591320 -2.494498 -3.109697 0.057 0.031 0.057
C -1.775891 -1.851660 -2.186129 0.021 0.098 -0.024
P -1.198258 -2.627798 -0.643407 -0.058 -0.062 0.112
C -2.800640 -2.980153 0.205198 0.085 0.004 -0.028
C -0.697144 -4.317133 -1.112157 -0.001 0.031 0.002
H -2.194680 1.996304 -1.522952 0.030 -0.021 -0.038
H -1.182198 2.436050 -0.155076 0.049 0.030 0.025
H -2.384533 1.137638 0.013415 0.009 -0.014 -0.012
H 0.028016 2.160511 -2.726727 -0.003 -0.004 -0.027
H 1.322553 0.921812 -2.817842 -0.002 -0.001 0.023
H 1.269695 2.083276 -1.479166 -0.012 0.025 0.006
H -1.469593 1.126182 -3.776982 0.006 0.041 -0.006
H -2.870581 -0.033408 -5.411121 -0.011 -0.016 -0.005
H -3.607866 -2.357626 -4.992510 -0.013 -0.017 -0.020
H -2.912668 -3.513622 -2.930050 -0.002 -0.017 0.010
H -3.494950 -3.538215 -0.425955 0.014 -0.008 -0.015
H -3.274876 -2.043876 0.503187 0.002 0.022 0.006
H -2.594182 -3.563729 1.104399 -0.007 0.004 0.014
H -1.509326 -4.873121 -1.584677 -0.003 0.005 0.008
H -0.393361 -4.826523 -0.195136 -0.013 0.001 -0.029
H 0.161297 -4.238204 -1.777984 -0.024 0.007 0.032
C 2.287638 1.962562 2.680435 0.001 -0.012 0.107
N 2.619295 1.622420 1.327777 -0.044 -0.015 -0.184
C 2.622655 0.325987 0.770650 0.083 -0.352 0.235
Se 2.904945 -1.214631 1.885297 0.016 0.135 0.183
N 3.260125 0.469176 -0.452763 0.194 -0.050 -0.040
C 3.607667 1.768079 -0.679991 -0.099 0.095 0.042
C 4.184566 2.406031 -1.766525 -0.002 -0.073 0.032
C 4.390109 3.782666 -1.677548 0.053 -0.007 -0.128
C 4.025651 4.499458 -0.549805 0.012 0.133 0.030
C 3.424040 3.869483 0.541047 -0.057 -0.099 0.094
C 3.215789 2.503798 0.457544 0.076 0.128 -0.145
H 2.007951 1.054895 3.212764 -0.011 0.007 -0.041
H 1.465097 2.684901 2.716269 0.004 0.016 0.020
H 3.152750 2.407536 3.180775 -0.015 -0.010 0.018
H 3.100221 -0.286325 -1.144929 -0.048 0.086 0.036
H 4.464582 1.850925 -2.650908 0.007 -0.023 -0.020
H 4.844425 4.302779 -2.511722 0.000 -0.008 0.000
H 4.205081 5.566288 -0.514219 -0.004 0.006 0.004
H 3.127065 4.430656 1.417051 -0.009 0.010 0.027
S 1.524381 -1.729091 -1.676832 -0.089 -0.102 0.156
```
Positions in Å, forces in eV/Å.

The expectation value of S² is 2.0242. The charge is -1. The calculation puts the lowest unoccupied orbital energy (alpha / beta) at 2.3453 / 2.2939 eV. Its multiplicity is 3.

This record from the OMol25 dataset describes a structure of composition C23H27N4OSV. The level of theory is ωB97M-V with the def2-TZVPD basis set.

Structure (XYZ):
```
57
Properties=species:S:1:pos:R:3:forces:R:3
V 0.335655 0.305841 -0.556978 0.452 -0.044 0.229
C -0.732069 -0.483831 1.263119 -0.054 0.020 -0.037
C -0.499286 0.900100 1.470166 -0.091 0.009 -0.054
C -1.193809 1.618790 0.472158 -0.021 -0.017 -0.016
C -1.865184 0.681142 -0.348071 -0.044 0.000 -0.027
C -1.578882 -0.620277 0.138911 -0.021 0.015 -0.035
H -0.352985 -1.296972 1.863151 0.004 0.010 0.002
H 0.087334 1.339732 2.260189 0.009 -0.012 -0.004
H -1.212719 2.691730 0.355495 0.005 0.002 0.003
H -2.468667 0.917342 -1.212159 -0.001 0.000 0.001
H -1.948756 -1.548691 -0.269247 0.000 -0.004 0.007
O 0.791061 0.313880 -2.359725 -0.056 -0.010 -0.026
S 1.304913 0.317692 -3.851123 -0.043 0.043 0.068
C 0.190395 1.357449 -4.716400 -0.037 -0.023 -0.002
C -1.090557 0.951693 -5.087556 0.021 0.031 -0.006
C -1.897807 1.855443 -5.751943 -0.001 -0.004 0.006
C -1.425140 3.132783 -6.044467 -0.005 0.004 -0.006
C -0.143875 3.520134 -5.679883 0.006 -0.006 0.002
C 0.679630 2.627916 -5.010860 -0.005 -0.002 0.005
C 0.973755 -1.321927 -4.407545 -0.030 -0.008 0.006
C 1.797600 -1.785209 -5.425932 -0.010 0.014 0.006
C 1.570850 -3.055520 -5.934358 0.005 0.000 0.000
C 0.553054 -3.840005 -5.411427 -0.001 -0.010 -0.005
C -0.249708 -3.366958 -4.378776 -0.005 0.014 0.016
C -0.047232 -2.095882 -3.867839 0.017 -0.006 -0.029
H -1.439264 -0.051671 -4.887353 -0.004 -0.029 0.003
H -2.892178 1.562867 -6.059755 -0.001 -0.001 -0.003
H -2.062078 3.826683 -6.576541 0.001 0.001 0.001
H 0.218997 4.508144 -5.926281 0.001 0.000 0.002
H 1.688649 2.909023 -4.734757 -0.001 -0.002 0.000
H 2.598373 -1.169925 -5.818159 0.002 0.001 -0.001
H 2.196872 -3.433990 -6.730349 0.001 0.002 0.002
H 0.385543 -4.832955 -5.806081 0.000 0.001 0.000
H -1.037111 -3.989801 -3.976791 0.001 -0.001 0.000
H -0.669708 -1.715888 -3.068152 -0.008 0.005 0.001
C 2.517522 0.043645 1.790737 0.003 0.016 -0.001
N 3.890674 -0.232157 2.092661 -0.008 -0.003 -0.012
C 4.741363 0.782445 1.465874 0.009 0.004 -0.001
N 4.570749 0.768582 0.008396 -0.017 -0.012 0.017
C 3.201839 1.050203 -0.314356 0.023 0.011 -0.013
N 2.253008 0.022527 0.292063 -0.073 0.010 -0.094
C 2.709374 -1.344227 -0.203322 -0.005 0.003 -0.056
N 4.084314 -1.598761 0.114676 -0.011 -0.002 0.045
C 4.257820 -1.550885 1.572465 -0.002 0.000 -0.006
C 4.923851 -0.562414 -0.495599 0.005 0.004 -0.015
H 2.255480 1.036486 2.155737 -0.001 -0.008 -0.002
H 1.874257 -0.704590 2.253634 0.000 0.001 0.001
H 5.783034 0.576878 1.705503 -0.001 0.001 0.001
H 4.482462 1.768434 1.853718 -0.001 0.001 0.001
H 3.071315 1.032599 -1.397490 -0.011 -0.005 -0.010
H 2.916188 2.031181 0.072859 0.001 -0.003 0.000
H 2.570506 -1.373843 -1.288155 0.001 0.000 0.026
H 2.068785 -2.095332 0.265471 0.001 -0.010 0.010
H 5.298820 -1.755798 1.815292 0.000 0.000 -0.003
H 3.634640 -2.315364 2.038444 -0.002 -0.002 -0.002
H 4.798187 -0.585799 -1.579957 0.002 0.001 0.003
H 5.967279 -0.766683 -0.262672 0.000 -0.001 0.002
```
Positions in Å, forces in eV/Å.

The expectation value of S² is 2.0286. The charge is +2. The calculation puts the lowest unoccupied orbital energy (alpha / beta) at -7.2640 / -6.7539 eV. Its multiplicity is 3.